Molecular formula: C28H19ClIIrN2OS4
Method: DFT, ωB97M-V with the def2-TZVPD basis set

Output
Gap between HOMO and LUMO (spin up / spin down) ... 4.881 / 2.504 eV
ΔE to the lowest compared entry with this formula, charge and spin ... 139.7 kJ/mol
Spin multiplicity ... 2
⟨S²⟩ ... 0.78
Highest occupied orbital energy (spin up / spin down) ... -8.687 / -8.671 eV
Net charge ... +1

Each line ends with the Mulliken charge.
Cartesian coordinates (Å):
Ir -0.46 -0.71 -0.03  0.94
S 0.86 -1.89 -1.60  -0.38
C 0.17 -1.28 -3.10  0.83
C 0.91 -1.25 -4.28  -0.81
C 0.34 -0.78 -5.45  -0.55
C -0.97 -0.32 -5.48  -0.69
C -1.73 -0.37 -4.32  -0.61
C -1.15 -0.84 -3.16  0.29
S -2.12 -0.96 -1.67  -0.44
C -2.25 -2.80 -1.53  -1.15
C -1.99 -3.26 -0.12  0.88
C -2.27 -4.53 0.35  -1.04
C -2.12 -4.77 1.71  -0.35
C -1.80 -3.74 2.58  -0.98
C -1.54 -2.49 2.05  0.84
C -1.33 -1.25 2.89  -1.05
S -1.70 0.17 1.79  -0.35
C -1.07 1.71 2.43  0.50
C -1.73 2.77 1.82  -0.85
C -1.31 4.08 2.00  -0.67
C -0.22 4.34 2.83  -0.58
C 0.41 3.30 3.47  -0.63
C 0.01 1.96 3.32  0.55
S 0.79 0.80 4.31  -0.35
N -1.53 -2.33 0.72  0.35
H 1.94 -1.58 -4.27  0.49
H 0.94 -0.75 -6.35  0.42
H -1.40 0.05 -6.40  0.42
H -2.76 -0.03 -4.32  0.46
H -1.55 -3.23 -2.24  0.45
H -3.26 -3.07 -1.82  0.66
H -2.61 -5.30 -0.33  0.50
H -2.31 -5.77 2.09  0.45
H -1.78 -3.90 3.65  0.51
H -0.32 -1.18 3.28  0.25
H -2.05 -1.24 3.70  0.76
H -2.57 2.56 1.17  0.44
H -1.83 4.88 1.51  0.41
H 0.12 5.36 2.98  0.42
H 1.24 3.49 4.14  0.47
Cl 5.25 3.07 0.43  -0.19
C 4.02 1.87 0.67  0.56
C 4.23 0.85 1.56  -0.40
C 3.24 -0.14 1.77  0.28
I 3.59 -1.68 3.11  0.18
C 2.04 -0.10 1.10  -0.26
O 1.05 -0.95 1.30  -0.86
C 1.86 0.94 0.14  0.78
N 0.68 0.90 -0.55  0.13
C 0.42 1.83 -1.45  -0.08
C 1.32 2.87 -1.71  -1.16
C 2.51 2.92 -1.04  -0.75
C 2.82 1.94 -0.08  -0.08
H 5.16 0.80 2.10  0.46
H -0.52 1.75 -1.98  0.62
H 1.06 3.61 -2.45  0.48
H 3.23 3.71 -1.24  0.48



Molecular formula: C28H19FeN2O5PS4
Method: DFT, ωB97M-V with the def2-TZVPD basis set

Output
Gap between HOMO and LUMO (spin up / spin down) ... 6.155 / 6.341 eV
ΔE to the lowest compared entry with this formula, charge and spin ... 239.4 kJ/mol
Spin multiplicity ... 6
⟨S²⟩ ... 8.76
Highest occupied orbital energy (spin up / spin down) ... -4.691 / -4.924 eV
Net charge ... -1

Each line ends with the Mulliken charge.
Cartesian coordinates (Å):
Fe 2.31 -0.31 -0.78  0.08
S 1.52 -2.06 -4.86  -0.30
C 1.81 -1.35 -3.36  0.23
S 2.34 -2.30 -2.05  -0.24
S 1.47 0.32 -2.93  -0.33
O 1.06 0.62 0.26  -0.71
C -0.10 0.07 0.27  0.69
O -0.31 -1.01 -0.30  -0.64
C -1.02 0.81 1.20  -0.14
C -0.97 0.38 2.54  -0.48
C -1.81 0.87 3.51  -0.97
C -2.67 1.88 3.12  -0.45
C -2.75 2.35 1.80  -0.56
C -1.98 1.77 0.81  0.72
P -1.98 2.25 -0.98  -0.02
C -3.32 3.50 -1.16  0.62
C -4.20 3.32 -2.31  -0.72
C -5.12 4.32 -2.58  -0.50
C -5.13 5.56 -1.90  -0.47
C -4.20 5.73 -0.83  -0.53
C -3.30 4.72 -0.51  -0.27
C -2.70 0.61 -1.48  0.55
C -2.22 0.20 -2.76  -0.68
C -2.74 -0.96 -3.31  -0.67
C -3.74 -1.65 -2.63  -0.52
C -4.33 -1.12 -1.49  -0.69
C -3.78 0.01 -0.88  0.02
H -0.25 -0.38 2.65  0.71
H -1.75 0.52 4.56  0.32
H -3.28 2.41 3.88  0.33
H -3.38 3.14 1.62  0.71
H -4.14 2.52 -2.97  0.49
H -5.78 4.19 -3.44  0.32
H -5.77 6.45 -2.16  0.30
H -4.22 6.69 -0.30  0.33
H -2.66 4.87 0.37  0.44
H -1.42 0.68 -3.20  0.64
H -2.41 -1.27 -4.31  0.39
H -4.14 -2.56 -3.00  0.43
H -5.15 -1.64 -1.00  0.35
H -4.10 0.30 0.11  0.36
O 7.00 -0.95 2.37  -0.66
S 6.23 -1.63 1.39  1.10
O 6.87 -1.83 0.09  -0.61
N 4.67 -0.96 1.17  0.18
C 3.72 -2.01 1.29  0.37
O 2.54 -1.90 0.93  -0.57
C 4.28 -3.27 1.89  0.39
C 3.64 -4.51 2.05  -0.50
C 4.38 -5.60 2.36  -0.62
C 5.80 -5.52 2.31  -0.41
C 6.43 -4.28 2.18  -0.57
C 5.67 -3.16 2.03  0.17
H 2.57 -4.49 2.00  0.49
H 3.89 -6.57 2.46  0.36
H 6.42 -6.39 2.50  0.34
H 7.51 -4.17 2.18  0.38
N 4.83 1.31 0.34  -0.67
C 4.29 0.20 0.13  0.41
H 5.56 1.30 1.09  0.27